Record 1
Entry from the Open Molecules 2025 dataset: 2 unconnected molecules or ions with the total composition C20H21O8 at a distorted geometry (ωB97M-V with the def2-TZVPD basis set).

The geometry in ORCA input format:
```
! RIJCOSX wB97M-V def2-TZVPD def2/J DEFGRID3
* xyz -1 1
C 0.56 3.18 -2.01
C 1.65 3.19 -1.04
C 2.80 2.37 -1.27
O 2.94 1.70 -2.30
C 3.86 2.39 -0.17
C 3.87 3.73 0.52
O 2.55 4.10 1.02
C 1.47 3.94 0.21
O 0.39 4.41 0.53
H -0.13 4.00 -1.78
H 0.94 3.24 -3.03
H 0.00 2.24 -1.92
H 3.64 1.59 0.54
H 4.85 2.20 -0.62
H 4.48 3.71 1.42
H 4.24 4.50 -0.18
C -0.54 -3.17 5.66
O -0.47 -1.74 5.40
C -0.81 -1.31 4.16
C -0.61 0.07 3.87
C -0.83 0.53 2.59
C -1.23 -0.34 1.54
C -1.37 0.17 0.20
C -1.22 -0.53 -0.97
C -1.53 0.17 -2.23
O -1.92 1.33 -2.28
O -1.32 -0.51 -3.39
C -1.28 -1.94 -3.31
C -2.66 -2.51 -3.01
C -0.72 -2.41 -4.66
O -0.32 -2.34 -2.32
C -0.40 -1.76 -1.07
O 0.25 -2.25 -0.17
C -1.51 -1.68 1.87
C -1.30 -2.17 3.15
H -0.14 -3.25 6.67
H -1.58 -3.53 5.62
H 0.08 -3.75 4.95
H -0.27 0.71 4.67
H -0.66 1.58 2.34
H -1.65 1.22 0.10
H -3.06 -2.16 -2.06
H -3.34 -2.21 -3.82
H -2.60 -3.60 -3.00
H 0.24 -1.91 -4.82
H -0.58 -3.49 -4.64
H -1.41 -2.12 -5.45
H -1.88 -2.37 1.12
H -1.48 -3.23 3.36
*
```

## Properties
LUMO energy in hartree: 0.0602
Strongest force on any atom in eV/Å: 2.9


Record 2
Entry from the Open Molecules 2025 dataset: 8 unconnected molecules or ions with the total composition C30H62N2O8 at a distorted geometry (ωB97M-V with the def2-TZVPD basis set).

The geometry in ORCA input format:
```
! RIJCOSX wB97M-V def2-TZVPD def2/J DEFGRID3
* xyz 0 1
C -2.69 1.22 -4.65
C -3.91 0.87 -3.79
C -3.43 -0.28 -2.86
O -1.97 -0.46 -3.16
C -1.86 -0.06 -4.48
H -2.15 2.12 -4.33
H -2.92 1.40 -5.72
H -4.76 0.64 -4.43
H -4.27 1.72 -3.17
H -3.96 -1.24 -3.06
H -3.51 -0.06 -1.81
H -2.22 -0.87 -5.14
H -0.81 0.24 -4.73
C -1.05 -2.20 -0.70
C -1.13 -3.62 -1.27
C -0.90 -4.53 -0.01
O -0.97 -3.69 1.14
C -0.51 -2.39 0.72
H -2.05 -1.73 -0.77
H -0.36 -1.61 -1.30
H -0.35 -3.80 -1.97
H -2.07 -3.73 -1.84
H 0.12 -5.03 0.03
H -1.67 -5.30 0.08
H 0.57 -2.42 0.80
H -0.95 -1.69 1.42
C -2.34 -1.43 5.27
C -2.68 0.04 5.37
C -1.69 0.70 4.37
O -1.39 -0.27 3.41
C -1.38 -1.54 4.08
H -3.26 -2.03 5.14
H -1.95 -1.82 6.23
H -2.54 0.45 6.35
H -3.66 0.23 4.95
H -0.77 1.18 4.75
H -2.26 1.48 3.83
H -0.29 -1.80 4.34
H -1.71 -2.34 3.35
C 2.83 1.90 2.98
C 1.47 2.56 3.01
C 1.40 3.17 4.43
O 2.25 2.37 5.24
C 2.92 1.41 4.46
H 3.61 2.61 2.76
H 2.81 1.16 2.21
H 0.73 1.79 2.90
H 1.34 3.37 2.31
H 0.48 3.25 4.95
H 1.83 4.15 4.40
H 2.48 0.44 4.64
H 3.91 1.35 4.89
C 4.30 -2.45 -1.35
C 3.96 -2.79 -2.86
C 2.47 -2.47 -2.88
O 1.97 -2.74 -1.63
C 3.01 -2.90 -0.70
H 4.42 -1.37 -1.40
H 5.16 -2.96 -0.94
H 4.06 -3.85 -3.07
H 4.54 -2.14 -3.51
H 1.93 -3.10 -3.63
H 2.30 -1.46 -3.18
H 3.11 -3.93 -0.40
H 2.79 -2.26 0.18
C -5.75 1.70 1.24
C -4.87 0.70 2.03
C -4.08 0.10 0.86
O -3.90 1.16 -0.10
C -4.70 2.31 0.32
H -6.26 2.40 1.83
H -6.43 1.21 0.54
H -5.45 -0.03 2.58
H -4.15 1.21 2.66
H -4.61 -0.73 0.39
H -3.07 -0.24 1.13
H -5.06 2.89 -0.50
H -4.08 3.06 0.87
C 1.70 0.93 -0.02
O 2.84 1.09 -0.43
N 0.56 1.60 -0.42
C -0.74 1.44 0.20
C 0.64 2.66 -1.49
H 1.40 0.12 0.65
H -0.80 0.87 1.14
H -1.43 1.03 -0.52
H -1.15 2.44 0.43
H 0.37 3.65 -1.12
H 1.62 2.71 -2.02
H -0.09 2.35 -2.21
C 5.98 0.10 -4.06
O 5.64 -0.52 -5.06
N 5.19 0.88 -3.21
C 5.69 1.45 -1.96
C 3.84 1.21 -3.74
H 7.04 0.05 -3.69
H 4.89 1.22 -1.24
H 5.62 2.53 -2.02
H 6.68 1.04 -1.69
H 3.04 1.00 -2.97
H 3.90 2.27 -3.99
H 3.61 0.63 -4.62
*
```

## Properties
SMILES: CN(C)C=O.CN(C)C=O.C1CCOC1.C1CCOC1.C1CCOC1.C1CCOC1.C1CCOC1.C1CCOC1
Energy relative to the best compared isomer or geometry (same formula, charge and spin) in kJ/mol: 0.0
LUMO energy in hartree: 0.0205
Strongest force on any atom in eV/Å: 3.0


Q: Which of these has the lowest strongest force on any atom?
A: C20H21O8